(1)
This record from the OMol25 dataset describes an isolated molecule of C4H9NO2 at a distorted geometry. The level of theory is ωB97M-V with the def2-TZVPD basis set.

Output
- HOMO (hartree) = -0.35299
- ΔE to the lowest compared entry with this formula, charge and spin (kcal/mol) = 16.8
- E_tot (Ha) = -363.05879
- LUMO level (hartree) = 0.027
- frontier orbital gap (eV) = 10.34

The geometry in ORCA input format:
```
! wB97M-V def2-TZVPD RIJCOSX def2/J DEFGRID3
* xyz 0 1
N -2.61785 -0.05476 -0.47087
C -1.24896 0.49271 -0.45843
C -0.14973 -0.55760 -0.45249
C 1.23238 0.12276 -0.43103
C 1.79511 0.40473 0.94293
O 2.34179 1.41599 1.28388
O 1.72558 -0.67169 1.75093
H -2.77843 -0.46544 -1.38528
H -2.68462 -0.85628 0.15013
H -1.17351 1.10970 -1.35122
H -1.14855 1.12281 0.42817
H -0.28333 -1.09840 0.47816
H -0.14387 -1.28615 -1.26388
H 2.02802 -0.44852 -0.91598
H 1.15176 1.08697 -0.93763
H 1.95421 -0.31683 2.63262
*
```

(2)
This record from the OMol25 dataset describes the ion C6H14N2 with charge -1 at a distorted geometry. The level of theory is ωB97M-V with the def2-TZVPD basis set.

Output
- HOMO (alpha / beta) (hartree) = 0.05524 / -0.18065
- ΔE to the lowest compared entry with this formula, charge and spin (kcal/mol) = 20.5
- E_tot (Ha) = -346.41525
- LUMO level (alpha / beta) (hartree) = 0.154 / 0.153
- ⟨S²⟩ = 0.7504
- frontier orbital gap (alpha / beta) (eV) = 2.69 / 9.07

The geometry in ORCA input format:
```
! wB97M-V def2-TZVPD RIJCOSX def2/J DEFGRID3
* xyz -1 2
N -0.46710 -1.41570 -2.42167
C 0.11650 -0.04484 -2.40007
C 0.72411 0.15635 -0.96785
N -0.38384 0.63416 -0.09691
C 0.23550 1.57331 0.92573
C 0.44078 0.75318 2.20960
C -0.42066 -0.50171 2.07795
C -1.02363 -0.50342 0.69559
H 0.28405 -2.04994 -2.12434
H -0.56310 -1.83700 -3.35007
H 0.75824 0.06826 -3.27950
H -0.75136 0.59299 -2.54588
H 1.09321 -0.80699 -0.63275
H 1.44215 0.95001 -1.00183
H 1.17821 1.97313 0.55224
H -0.49763 2.36393 1.14495
H 1.50433 0.52055 2.32480
H 0.09220 1.27547 3.12445
H -1.23201 -0.51849 2.79220
H 0.18221 -1.42068 2.18994
H -0.61385 -1.31267 0.09768
H -2.09832 -0.44992 0.68575
*
```

(3)
This record from the OMol25 dataset describes a cluster of 17 separate species, C98H180N6O39 in total at a distorted geometry. The level of theory is ωB97M-V with the def2-TZVPD basis set.

Output
- HOMO (hartree) = -0.28988
- E_tot (Ha) = -7104.68792
- LUMO level (hartree) = -0.011
- frontier orbital gap (eV) = 7.58

The geometry in ORCA input format:
```
! wB97M-V def2-TZVPD RIJCOSX def2/J DEFGRID3
* xyz 0 1
C -5.44440 1.98906 2.75177
C -3.97796 1.56544 2.73944
C -2.91063 2.60273 2.45793
O -1.91319 2.22350 3.30336
C -2.24033 1.30274 4.22271
O -1.48842 0.69150 5.03008
O -3.57293 1.03347 3.97116
H -5.72825 2.49394 3.67515
H -6.09290 1.11335 2.77799
H -5.72661 2.41640 1.78957
H -3.88404 0.76055 2.01046
H -3.22468 3.63039 2.64064
H -2.60189 2.48903 1.41878
C 1.26216 -5.26319 -3.75195
C 1.34052 -4.64890 -5.09647
C 2.06983 -3.34496 -5.19843
O 2.96211 -3.53481 -6.24379
C 2.92919 -4.77004 -6.74315
O 3.67342 -5.28123 -7.60371
O 2.05194 -5.44976 -6.03657
H 0.53192 -4.74734 -3.12846
H 2.25279 -5.37242 -3.31058
H 0.86841 -6.26888 -3.89908
H 0.36537 -4.33113 -5.46553
H 2.52570 -3.20435 -4.21838
H 1.29939 -2.60100 -5.40102
C 3.55016 4.22484 -1.87288
C 4.19895 5.57211 -1.44826
C 3.33791 6.44616 -0.59338
O 3.79531 6.09074 0.74074
C 4.88166 5.34930 0.71628
O 5.49517 4.87909 1.66508
O 5.29918 5.31635 -0.56552
H 3.15144 3.81399 -0.94535
H 4.30513 3.52315 -2.22750
H 2.62375 4.33405 -2.43673
H 4.65163 6.06738 -2.30727
H 2.26518 6.25502 -0.62201
H 3.47707 7.52044 -0.71440
C -0.72682 1.74184 -5.81748
C 0.55621 1.49449 -4.91891
C 0.60515 2.07913 -3.47984
O 1.22189 1.01820 -2.73216
C 1.41956 -0.07940 -3.44622
O 2.01420 -1.04573 -3.05522
O 0.84181 0.11221 -4.64412
H -0.60862 1.31651 -6.81408
H -1.10958 2.75370 -5.95060
H -1.49329 1.20797 -5.25567
H 1.43778 1.82825 -5.46622
H -0.41043 2.14143 -3.08892
H 1.17854 3.00593 -3.46042
C -6.10180 -2.74904 3.42807
C -5.36057 -3.53355 4.62089
C -4.06975 -2.91156 5.10362
O -4.04333 -3.03982 6.42768
C -5.28772 -3.36771 6.88978
O -5.61223 -3.48891 8.08720
O -6.07644 -3.62367 5.84900
H -5.62390 -3.07369 2.50379
H -5.91552 -1.69492 3.63360
H -7.19005 -2.71401 3.37733
H -5.32014 -4.54762 4.22322
H -4.09486 -1.85523 4.83600
H -3.26859 -3.46161 4.60994
C -3.49211 -1.75178 -2.13060
C -4.02518 -2.28988 -0.73786
C -3.44484 -3.57098 -0.31645
O -3.19868 -3.33923 1.13242
C -3.26203 -2.00599 1.34987
O -3.20426 -1.47956 2.47934
O -3.52526 -1.36952 0.17050
H -3.79704 -0.71193 -2.24809
H -3.85537 -2.46340 -2.87205
H -2.40299 -1.78848 -2.15462
H -5.11070 -2.24506 -0.64993
H -2.56492 -3.81938 -0.90988
H -4.20016 -4.33394 -0.50481
C -4.65470 -0.70768 -5.67791
C -3.70537 -1.62446 -6.49584
C -2.43889 -1.05614 -7.09558
O -1.42799 -1.80831 -6.47688
C -1.94486 -2.48166 -5.39072
O -1.33025 -3.03256 -4.55203
O -3.22424 -2.49019 -5.53177
H -5.30968 -0.06295 -6.26393
H -4.15658 0.00240 -5.01777
H -5.34313 -1.24941 -5.02930
H -4.28166 -2.16559 -7.24629
H -2.43082 0.00280 -6.83739
H -2.51427 -1.16014 -8.17799
C 1.45672 -1.92296 3.64883
C 0.71720 -2.04908 5.00022
C -0.59710 -2.82748 4.85266
O -0.41862 -3.86136 5.81483
C 0.76839 -3.80141 6.45108
O 1.20233 -4.58262 7.36044
O 1.51131 -2.83092 5.86084
H 1.12919 -1.14299 2.96146
H 1.41947 -2.88384 3.13559
H 2.48760 -1.69370 3.91866
H 0.55142 -1.04749 5.39698
H -0.68423 -3.24339 3.84889
H -1.49493 -2.23416 5.02582
C 1.01840 4.10599 3.01742
C 2.53030 3.89417 3.24200
C 3.00960 3.61547 4.67158
O 3.90931 2.53903 4.48821
C 3.70078 1.94976 3.36374
O 4.19787 0.88801 3.00642
O 2.83390 2.67394 2.62436
H 0.50514 3.14485 3.04695
H 0.94373 4.55235 2.02582
H 0.49356 4.81929 3.65290
H 3.24285 4.60260 2.81951
H 2.25492 3.25824 5.37225
H 3.47977 4.50285 5.09539
C 0.16766 -1.61217 -0.12865
C -0.33586 -0.25233 0.48023
C 0.56852 0.99971 0.65985
O -0.17656 2.12170 0.23287
C -1.12069 1.61406 -0.58404
O -1.87721 2.31661 -1.26310
O -1.20717 0.27702 -0.46303
H -0.64098 -2.34239 -0.09746
H 1.07420 -1.90030 0.40357
H 0.45151 -1.45046 -1.16854
H -0.80838 -0.38898 1.45294
H 1.36208 0.89649 -0.08021
H 0.93364 1.13928 1.67734
C -4.18950 3.12839 -3.07508
C -4.97696 2.91371 -4.42035
C -5.52844 4.17047 -5.14395
O -4.99592 4.14020 -6.42914
C -4.09030 3.14346 -6.55460
O -3.64752 2.71238 -7.65114
O -4.00412 2.46494 -5.39971
H -3.28137 3.72196 -3.18026
H -3.99229 2.14679 -2.64418
H -4.82389 3.72352 -2.41822
H -5.76346 2.16470 -4.32805
H -5.47280 5.10884 -4.59219
H -6.57768 3.89015 -5.23676
C 7.60336 -2.39856 -6.08668
C 6.84338 -1.01246 -6.01857
C 5.36342 -1.35761 -5.83843
C 4.52649 -0.20791 -5.28384
C 5.10615 0.29889 -3.93969
C 6.60166 0.67023 -4.14243
N 7.40937 -0.36898 -4.76690
O 8.79963 -0.16079 -4.90095
C 6.66888 2.06433 -4.87538
C 7.25192 0.93520 -2.80357
C 7.06427 -0.24676 -7.31755
H 8.68649 -2.32530 -6.18452
H 7.33083 -3.06927 -6.90153
H 7.42725 -2.90308 -5.13666
H 4.88337 -1.61088 -6.78368
H 5.26466 -2.26248 -5.23880
H 3.46348 -0.44867 -5.27179
H 4.42760 0.61753 -5.98880
H 5.11528 -0.45588 -3.15334
H 4.60350 1.20920 -3.61292
H 6.27844 2.11684 -5.89170
H 6.24231 2.76710 -4.15967
H 7.69681 2.37698 -5.05896
H 6.70126 1.65244 -2.19493
H 7.51011 0.12827 -2.11779
H 8.22725 1.41537 -2.88265
H 6.48246 -0.81859 -8.04046
H 8.10085 -0.13678 -7.63615
H 6.62572 0.74621 -7.21867
H 9.07272 -0.75447 -4.19769
C -8.84779 2.48583 -0.33692
C -8.55024 1.21565 -1.19799
C -7.14355 0.62342 -0.70043
C -7.24688 -0.06666 0.69429
C -8.31964 -1.18223 0.53665
C -9.72726 -0.73395 0.01960
N -9.55434 0.10736 -1.17627
O -10.77692 0.46756 -1.65557
C -10.42880 -2.08588 -0.40764
C -10.41881 0.09773 1.03086
C -8.36419 1.59401 -2.65749
H -7.96965 3.11279 -0.49149
H -8.92575 2.32572 0.73844
H -9.69950 3.03693 -0.73566
H -6.75398 -0.13356 -1.38110
H -6.39307 1.41300 -0.66233
H -7.68913 0.61378 1.42197
H -6.28743 -0.48411 0.99968
H -8.32990 -1.52269 1.57206
H -7.97126 -1.92915 -0.17669
H -9.80580 -2.72848 -1.02976
H -10.62716 -2.73465 0.44550
H -11.40766 -1.92305 -0.85865
H -9.77865 0.75442 1.61997
H -11.25796 0.73376 0.74904
H -10.98444 -0.65543 1.57939
H -7.76548 2.49368 -2.79981
H -9.30410 1.81668 -3.16256
H -7.93204 0.80587 -3.27409
H -11.05809 1.13829 -1.02893
C -1.67612 5.63345 -4.61093
C -1.27530 6.52150 -3.40595
C -2.20228 7.76617 -3.53011
C -2.14652 8.72911 -2.34758
C -2.55421 8.00419 -1.08141
C -1.80695 6.66470 -0.86605
N -1.56763 5.86524 -2.13951
O -0.84251 4.68189 -1.98904
C -0.48472 6.93080 -0.15021
C -2.75226 5.70990 0.01075
C 0.23051 6.98123 -3.60157
H -0.88469 4.89061 -4.71060
H -1.59785 6.30059 -5.46935
H -2.66502 5.17966 -4.67605
H -1.85110 8.42163 -4.32707
H -3.20814 7.37710 -3.68808
H -2.58705 9.68888 -2.61755
H -1.13418 9.10666 -2.20364
H -3.61636 7.79174 -0.95966
H -2.40062 8.66285 -0.22661
H -0.54435 7.43257 0.81558
H 0.17884 6.07639 -0.01684
H 0.14910 7.53538 -0.79895
H -2.99432 6.15812 0.97441
H -3.73291 5.53519 -0.43186
H -2.19173 4.78195 0.12385
H 0.30134 7.36450 -4.61951
H 0.98544 6.20399 -3.48290
H 0.40432 7.73074 -2.82949
H -1.50090 3.98618 -1.92479
C 6.10092 -3.80551 -2.74019
C 5.85669 -3.51677 -1.28392
C 7.23928 -2.92527 -0.83622
C 7.24437 -2.18703 0.45299
C 6.14562 -1.11458 0.45280
C 4.74878 -1.67005 0.06180
N 4.80019 -2.52334 -1.12063
O 3.58887 -3.00448 -1.46944
C 4.00058 -2.28272 1.28054
C 3.95349 -0.43458 -0.28991
C 5.66920 -4.88771 -0.57817
H 6.33767 -2.82944 -3.16367
H 5.19919 -4.08943 -3.28276
H 7.02431 -4.37518 -2.84476
H 7.92605 -3.75695 -0.67888
H 7.67198 -2.36247 -1.66333
H 8.22013 -1.72560 0.60490
H 7.07726 -2.90826 1.25299
H 6.47043 -0.35504 -0.25833
H 6.08952 -0.67156 1.44713
H 4.58596 -3.11548 1.67033
H 3.93337 -1.64245 2.16011
H 3.02055 -2.72826 1.10985
H 3.94586 0.38308 0.43084
H 4.34519 -0.02381 -1.22047
H 2.90824 -0.72112 -0.40594
H 5.61464 -4.84081 0.50946
H 6.38346 -5.61716 -0.96006
H 4.74462 -5.28368 -0.99822
H 3.29997 -2.53264 -2.25399
C 1.92891 -5.28645 1.20462
C 0.87961 -6.46917 1.20590
C 1.52313 -7.68609 0.45647
C 2.51587 -8.52863 1.33203
C 1.94620 -8.87075 2.77482
C 1.52924 -7.59442 3.48801
N 0.54505 -6.84538 2.60727
O -0.24195 -5.92027 3.26099
C 0.65824 -8.06531 4.72880
C 2.77122 -6.88139 3.99319
C -0.37169 -6.03287 0.42508
H 1.97613 -4.77250 2.16468
H 1.76645 -4.60766 0.36739
H 2.91760 -5.63281 0.90355
H 0.72235 -8.32593 0.08570
H 1.93980 -7.25382 -0.45327
H 3.52515 -8.12492 1.41227
H 2.80738 -9.41459 0.76794
H 2.70344 -9.53000 3.19918
H 1.07323 -9.49635 2.58869
H -0.12968 -8.78356 4.50206
H 1.19373 -8.48196 5.58188
H 0.07872 -7.20902 5.07380
H 3.46942 -6.66740 3.18398
H 2.45006 -6.03405 4.59898
H 3.33260 -7.43964 4.74240
H -1.17035 -6.75694 0.26393
H -0.10329 -5.80567 -0.60664
H -0.87164 -5.17898 0.88228
H -1.11232 -6.24736 3.02212
C 3.17855 0.23891 6.77813
C 2.77942 1.10363 8.02795
C 4.01482 2.02378 8.21855
C 3.62499 3.26128 9.07021
C 2.35097 3.92401 8.55476
C 1.09415 3.03694 8.30676
N 1.54308 1.78097 7.63842
O 0.53272 0.91039 7.32472
C 0.32642 2.81871 9.62034
C 0.12832 3.77059 7.29684
C 2.66304 0.18255 9.21755
H 4.25049 0.23444 6.58060
H 2.66884 0.62910 5.89720
H 2.79894 -0.78004 6.85388
H 4.82857 1.47282 8.69007
H 4.37590 2.34957 7.24306
H 4.40801 4.01392 8.97798
H 3.45201 2.95079 10.10065
H 2.53811 4.48219 7.63742
H 2.05098 4.71452 9.24265
H -0.62979 2.29773 9.57203
H 0.79275 2.18399 10.37384
H 0.13174 3.78767 10.08004
H -0.31589 4.59179 7.85935
H 0.55344 4.18097 6.38089
H -0.70998 3.11366 7.06488
H 3.39961 -0.61554 9.12473
H 1.75607 -0.42044 9.17381
H 2.77991 0.63295 10.20324
H 0.45354 1.12082 6.39142
*
```

What did the first record say?
This record from the OMol25 dataset describes an isolated molecule of C4H9NO2 at a distorted geometry. The level of theory is ωB97M-V with the def2-TZVPD basis set.

Output
- HOMO (hartree) = -0.35299
- ΔE to the lowest compared entry with this formula, charge and spin (kcal/mol) = 16.8
- E_tot (Ha) = -363.05879
- LUMO level (hartree) = 0.027
- frontier orbital gap (eV) = 10.34

The geometry in ORCA input format:
```
! wB97M-V def2-TZVPD RIJCOSX def2/J DEFGRID3
* xyz 0 1
N -2.61785 -0.05476 -0.47087
C -1.24896 0.49271 -0.45843
C -0.14973 -0.55760 -0.45249
C 1.23238 0.12276 -0.43103
C 1.79511 0.40473 0.94293
O 2.34179 1.41599 1.28388
O 1.72558 -0.67169 1.75093
H -2.77843 -0.46544 -1.38528
H -2.68462 -0.85628 0.15013
H -1.17351 1.10970 -1.35122
H -1.14855 1.12281 0.42817
H -0.28333 -1.09840 0.47816
H -0.14387 -1.28615 -1.26388
H 2.02802 -0.44852 -0.91598
H 1.15176 1.08697 -0.93763
H 1.95421 -0.31683 2.63262
*
```

- The lowest E_tot belongs to which entry?
  C98H180N6O39

- Look up the E_tot of the third one.
  -7104.68792 Ha